(1)
DFT (ωB97M-V/def2-TZVPD) results for 2 unconnected molecules or ions with the total composition C5H7NO.

Each line ends with the Mulliken charge.
CARTESIAN COORDINATES (ANGSTROEM)
O1 2.5935 -1.8814 -0.2802  -0.499
C1 1.8133 -1.1211 0.2165  0.306
C2 0.5796 -1.3237 1.0471  -0.149
C3 0.1928 -0.1347 1.5589  -0.700
C4 0.9273 0.8368 0.8418  0.059
N1 2.0545 0.3247 0.3310  -0.065
H1 0.3699 -2.3315 1.3977  0.365
H2 0.6139 1.8459 0.5863  0.404
H3 2.7216 0.8155 -0.2514  0.260
C5 -2.3910 0.6016 -1.1635  -0.662
H4 -1.9743 1.2613 -1.9322  0.236
H5 -3.1394 1.1365 -0.5719  0.252
H6 -2.8606 -0.2657 -1.6391  0.270
H7 -1.6007 0.2617 -0.4889  -0.078

Output
- Orbital gap (spin up / spin down): 7.6 / 7.1 eV
- HOMO level (spin up / spin down): -8.892 / -8.468 eV
- SMILES: O=C1C=C=CN1.C
- Energy above the lowest of the compared OMol25 structures with the same formula, charge and spin: 360.0 kJ/mol
- Calculated total energy: -324.58733 Ha
- LUMO energy (spin up / spin down): -1.333 / -1.358 eV



(2)
DFT (ωB97M-V/def2-TZVPD) results for a molecular structure, C37H53N4O2P2Sn at a distorted geometry.

Each line ends with the Mulliken charge.
CARTESIAN COORDINATES (ANGSTROEM)
C1 2.6146 0.3074 0.8521  0.056
C2 2.1410 0.9075 -1.4006  0.973
C3 3.9244 0.7631 0.7389  -0.886
C4 3.4101 1.5449 -1.4804  -1.117
C5 4.2967 1.4531 -0.4243  -0.823
H1 4.5942 0.6087 1.5836  0.512
H2 3.6414 2.0822 -2.3984  0.518
H3 5.2876 1.9073 -0.4801  0.401
N1 1.7478 0.4172 -0.1690  1.349
P1 0.3788 0.1951 2.5097  0.545
P2 -0.0988 -0.2997 -2.7352  0.095
C6 2.1050 -0.3241 2.1452  -1.155
H4 2.1280 -1.4221 2.0552  0.337
H5 2.7489 -0.0628 2.9974  0.505
C7 -2.7631 -1.4513 0.5178  0.179
O1 -3.6122 -2.0739 0.0689  -0.265
C8 1.2964 0.7603 -2.5225  -1.616
H6 1.5843 1.3369 -3.4086  0.296
C9 0.6334 -1.7935 -3.7497  2.003
C10 -1.3712 0.7085 -3.7709  2.162
C11 -0.3785 -1.0390 3.7230  2.007
C12 0.6506 1.9232 3.2205  2.234
C13 -0.2469 -3.0131 -3.4370  -1.586
H7 -1.3004 -2.8434 -3.7051  0.284
H8 0.1205 -3.8686 -4.0282  0.504
H9 -0.2002 -3.2836 -2.3743  0.176
C14 0.6635 -1.5277 -5.2590  -2.024
H10 -0.3355 -1.4336 -5.7044  0.359
H11 1.2736 -0.6466 -5.5042  0.399
H12 1.1479 -2.3928 -5.7410  0.529
C15 2.0770 -2.0641 -3.3089  -1.163
H13 2.4280 -2.9895 -3.7899  0.630
H14 2.7500 -1.2449 -3.5869  0.348
H15 2.1523 -2.2149 -2.2290  -0.458
C16 -2.4935 -0.2494 -4.2142  -1.658
H16 -2.9825 -0.7198 -3.3484  0.248
H17 -3.2563 0.3293 -4.7575  0.506
H18 -2.1393 -1.0439 -4.8860  0.261
C17 -1.9947 1.7995 -2.8858  -2.091
H19 -2.5076 1.3884 -2.0087  0.201
H20 -1.2491 2.5244 -2.5381  0.250
H21 -2.7376 2.3579 -3.4782  0.637
C18 -0.7197 1.3930 -4.9770  -1.864
H22 -0.2769 0.6888 -5.6863  0.276
H23 -1.5049 1.9394 -5.5223  0.550
H24 0.0387 2.1238 -4.6734  0.323
C19 -0.6844 2.4325 3.7876  -1.697
H25 -0.5331 3.4597 4.1568  0.554
H26 -1.4617 2.4647 3.0118  0.147
H27 -1.0425 1.8311 4.6346  0.306
C20 1.0918 2.8506 2.0753  -1.806
H28 2.0736 2.5751 1.6698  0.333
H29 0.3594 2.8558 1.2618  0.034
H30 1.1697 3.8776 2.4662  0.630
C21 1.7437 1.9654 4.3035  -1.807
H31 1.7840 2.9945 4.6972  0.516
H32 1.5371 1.2976 5.1482  0.278
H33 2.7384 1.7308 3.9017  0.375
C22 -0.0643 -2.4760 3.2663  -1.710
H34 0.9943 -2.7320 3.4168  0.335
H35 -0.6645 -3.1740 3.8757  0.597
H36 -0.3107 -2.6467 2.2104  0.130
C23 -1.9048 -0.8218 3.7012  -1.282
H37 -2.3270 -1.0118 2.7027  -0.035
H38 -2.3641 -1.5273 4.4093  0.543
H39 -2.1821 0.1956 4.0067  0.241
C24 0.1650 -0.8303 5.1453  -2.020
H40 1.2615 -0.9192 5.1877  0.336
H41 -0.1400 0.1323 5.5813  0.367
H42 -0.2538 -1.6203 5.7912  0.529
Sn1 -0.4334 -0.1180 0.0174  0.921
N2 0.4722 -2.1318 -0.0817  -0.110
C25 1.3591 -2.9036 -0.2895  0.991
C26 2.0066 -4.1635 -0.2216  -0.073
C27 1.2894 -5.2322 0.3507  -0.414
C28 3.3228 -4.3563 -0.6927  -0.063
C29 1.8922 -6.4866 0.4532  -0.826
H43 0.2686 -5.0639 0.7135  0.394
C30 3.9172 -5.6158 -0.5896  -0.872
H44 3.8633 -3.5104 -1.1238  0.476
C31 3.2034 -6.6727 -0.0072  -0.349
H45 1.3319 -7.3107 0.8992  0.405
H46 4.9348 -5.7744 -0.9578  0.410
H47 3.6811 -7.6514 0.0843  0.408
N3 -5.9253 5.3910 1.3655  -0.297
C32 -4.6893 5.6494 0.8430  0.188
O2 -4.3371 6.7821 0.5262  -0.614
C33 -3.7554 4.4786 0.6925  0.937
C34 -4.0525 3.1598 1.0794  -0.716
C35 -3.0845 2.1637 0.8977  -0.773
N4 -1.8693 2.4100 0.3650  0.781
C36 -1.5909 3.6694 -0.0347  -0.411
C37 -2.4919 4.7200 0.1216  -1.068
H48 -6.5530 6.1768 1.4231  0.253
H49 -6.2971 4.4716 1.5374  0.145
H50 -5.0062 2.8728 1.5148  0.222
H51 -3.3023 1.1223 1.1807  0.181
H52 -0.6154 3.8516 -0.4958  0.557
H53 -2.1905 5.7105 -0.2086  0.478

Output
- Orbital gap: 5.7 eV
- HOMO level: -8.683 eV
- Energy above the lowest of the compared OMol25 structures with the same formula, charge and spin: 0.0 kJ/mol
- Calculated total energy: -2707.96666 Ha
- LUMO energy: -3.018 eV
- Charge: +1



(3)
DFT (ωB97M-V/def2-TZVPD) results for a molecular structure, C4H3O6Rb at a distorted geometry.

Each line ends with the Mulliken charge.
CARTESIAN COORDINATES (ANGSTROEM)
O1 -2.6223 1.6745 0.7326  -0.174
C1 -3.3876 1.1613 1.5788  0.220
O2 -5.1449 -0.3172 0.8070  -0.338
C2 -5.2178 -1.2022 1.8238  0.727
C3 -4.8105 1.0071 1.1543  -0.327
O3 -5.0022 -0.8120 2.9976  -0.723
O4 -5.4938 -2.3826 1.5166  -0.735
H1 -5.4621 1.3970 1.9507  0.286
H2 -5.0347 1.6154 0.2637  0.237
Rb1 -5.8107 -4.7583 4.2004  0.961
O5 -0.6265 2.2579 2.4767  -0.414
C4 -1.5899 2.6258 1.6871  0.506
O6 -2.5490 3.2655 2.1570  -0.549
H3 -0.9250 2.0000 3.3641  0.323

Output
- Orbital gap (spin up / spin down): 6.1 / 5.2 eV
- HOMO level (spin up / spin down): -7.667 / -6.697 eV
- Energy above the lowest of the compared OMol25 structures with the same formula, charge and spin: 371.1 kJ/mol
- Calculated total energy: -629.53331 Ha
- LUMO energy (spin up / spin down): -1.546 / -1.546 eV



(4)
DFT (ωB97M-V/def2-TZVPD) results for 2 unconnected molecules or ions with the total composition C7H16O2.

Each line ends with the Mulliken charge.
CARTESIAN COORDINATES (ANGSTROEM)
C1 -1.3446 1.9737 1.2859  -1.336
C2 -1.3424 1.0434 0.0799  -0.053
C3 -1.5734 -0.4246 0.4463  0.210
O1 -1.6570 -1.2247 -0.7149  -0.660
C4 -0.4646 -0.9751 1.3802  -0.457
O2 -0.2466 -2.3456 1.1681  -0.581
H1 -1.2464 3.0074 0.9625  0.394
H2 -2.2773 1.8754 1.8372  0.339
H3 -0.5233 1.7463 1.9601  0.319
H4 -2.1362 1.3411 -0.6096  0.332
H5 -0.3889 1.1274 -0.4482  0.011
H6 -2.5485 -0.5451 0.9312  0.379
H7 -0.8719 -1.0418 -1.2578  0.304
H8 0.4753 -0.4408 1.1832  -0.046
H9 -0.7387 -0.8179 2.4285  0.378
H10 -0.7766 -2.5985 0.3840  0.395
C5 1.2015 -0.9345 -2.0982  -1.173
C6 1.9435 -0.7023 -1.0298  0.319
C7 2.5137 0.6294 -0.6730  -1.062
H11 0.8477 -1.9225 -2.3394  0.452
H12 0.9578 -0.1532 -2.8018  0.309
H13 2.1834 -1.5091 -0.3547  0.326
H14 3.6022 0.5678 -0.6572  0.359
H15 2.1946 0.9317 0.3251  0.260
H16 2.2166 1.3922 -1.3876  0.283

Output
- Orbital gap: 10.9 eV
- HOMO level: -9.950 eV
- SMILES: CC[C@@H](O)CO.C=CC
- Energy above the lowest of the compared OMol25 structures with the same formula, charge and spin: 163.1 kJ/mol
- Calculated total energy: -426.75371 Ha
- LUMO energy: 0.982 eV